1.
{
  "formula": "C26H53AsCuF6N9OPSb",
  "method": "the ωB97M-V functional and the def2-TZVPD basis",
  "max_force_ev_per_a": 0.80,
  "charge": 2,
  "multiplicity": 1,
  "homo_energy_ev": -12.75,
  "lumo_ev": -6.909,
  "symbols": ["Cu", "N", "C", "N", "C", "N", "N", "C", "N", "C", "C", "C", "C", "C", "N", "H", "H", "H", "H", "H", "H", "H", "H", "F", "As", "F", "F", "F", "F", "F", "C", "C", "C", "C", "Sb", "C", "C", "C", "C", "C", "C", "C", "C", "H", "H", "H", "H", "H", "H", "H", "H", "H", "H", "H", "H", "H", "H", "H", "H", "H", "H", "H", "H", "H", "H", "H", "H", "H", "H", "H", "C", "N", "C", "P", "O", "N", "C", "C", "N", "C", "C", "H", "H", "H", "H", "H", "H", "H", "H", "H", "H", "H", "H", "H", "H", "H", "H", "H", "H"],
  "coordinates": [[-1.17166, -0.10441, 1.14133], [-4.43691, -0.82794, 0.76334], [-4.07201, -0.78972, 2.05781], [-4.98190, -1.05667, 2.97788], [-4.56076, -1.01421, 4.24299], [-5.44323, -1.22543, 5.21423], [-3.27746, -0.79314, 4.60782], [-2.45336, -0.54176, 3.62115], [-2.79114, -0.45074, 2.33097], [-1.00544, -0.46270, 3.93465], [-0.55151, -0.65071, 5.23224], [0.80941, -0.77206, 5.45333], [1.67013, -0.71670, 4.36913], [1.13308, -0.47904, 3.11695], [-0.16815, -0.33095, 2.89476], [-5.30180, -1.29069, 0.53831], [-3.69251, -0.83370, 0.08906], [-6.39922, -1.43371, 4.98643], [-5.13526, -1.23385, 6.17009], [-1.27431, -0.72427, 6.03075], [1.19411, -0.93307, 6.45102], [2.73417, -0.86388, 4.49275], [1.76506, -0.43662, 2.23793], [0.94607, -1.80026, -0.07837], [0.00688, -3.40690, 0.38973], [-1.37797, -2.44323, 0.81714], [0.74006, -3.19398, 1.91692], [-0.80401, -4.83402, 0.76816], [1.39759, -4.22133, -0.22642], [-0.58332, -3.31901, -1.25501], [3.82935, -3.06318, -0.57191], [4.43164, -1.70374, -0.25940], [5.44262, -1.29214, -1.32272], [5.03674, -1.69182, 1.13314], [2.75199, -0.20136, -0.54179], [3.16072, 1.60777, 0.78485], [1.82222, 2.25258, 1.10148], [3.95111, 1.35927, 2.05509], [3.96026, 2.42872, -0.21980], [0.86140, -1.92229, -3.67462], [1.92051, -1.14240, -4.31270], [1.04708, -3.33975, -3.43662], [-0.36069, -1.25416, -3.26522], [4.63456, -3.80091, -0.63463], [3.30573, -3.06710, -1.53097], [3.14020, -3.39071, 0.20403], [6.22415, -2.05507, -1.37701], [5.92722, -0.34165, -1.08858], [4.99192, -1.21846, -2.31704], [5.74586, -2.52165, 1.21449], [4.28133, -1.83852, 1.90655], [5.59154, -0.77764, 1.32927], [1.22576, 1.62720, 1.76594], [1.23425, 2.44267, 0.20399], [2.00130, 3.20805, 1.60533], [3.40984, 0.74015, 2.76493], [4.13041, 2.32195, 2.54423], [4.92098, 0.91072, 1.85711], [3.43158, 2.54854, -1.17122], [4.93985, 1.98746, -0.42389], [4.12760, 3.42962, 0.18665], [2.91030, -1.56877, -4.14784], [1.88626, -0.08907, -4.03732], [1.74329, -1.19343, -5.39913], [1.88361, -3.76726, -3.98616], [0.13143, -3.91501, -3.58245], [1.25032, -3.46002, -2.35532], [-0.51251, -0.30051, -3.77051], [-0.26140, -1.03036, -2.18395], [-1.23175, -1.90462, -3.33605], [-1.60792, 4.36857, -1.79342], [-1.08865, 3.00842, -1.74539], [0.01866, 2.76373, -2.65971], [-1.96261, 1.69184, -1.23966], [-1.01484, 0.66306, -0.67070], [-2.67843, 1.03352, -2.58433], [-3.25931, -0.30274, -2.49180], [-3.28503, 1.86909, -3.61742], [-3.08990, 2.17726, -0.13662], [-4.43042, 2.61070, -0.52118], [-2.65110, 2.77292, 1.12467], [-0.85149, 5.05839, -1.41178], [-2.49576, 4.45930, -1.17166], [-1.85691, 4.67549, -2.81392], [0.82343, 3.47402, -2.45272], [-0.27694, 2.89083, -3.70728], [0.38610, 1.74846, -2.50798], [-2.67365, -0.90160, -1.79347], [-3.22225, -0.77828, -3.47401], [-4.30564, -0.27796, -2.16936], [-2.89097, 2.88145, -3.56639], [-4.37410, 1.91688, -3.53128], [-3.05082, 1.45438, -4.60008], [-4.70102, 2.21601, -1.49654], [-4.51453, 3.70145, -0.54832], [-5.14464, 2.23365, 0.21298], [-1.65211, 2.42209, 1.38018], [-3.33897, 2.47373, 1.91672], [-2.64341, 3.86689, 1.07318]],
  "forces_ev_per_a": [[0.145, 0.259, -0.250], [0.001, 0.018, -0.062], [0.132, 0.217, 0.381], [-0.280, -0.114, -0.080], [0.197, 0.075, -0.199], [-0.055, 0.003, 0.059], [0.145, 0.018, 0.232], [-0.588, -0.061, -0.117], [-0.108, -0.153, 0.080], [0.430, 0.000, 0.236], [-0.106, 0.048, -0.072], [0.053, 0.009, -0.021], [-0.025, 0.018, 0.008], [0.005, -0.116, 0.057], [-0.126, -0.206, 0.175], [-0.022, 0.026, 0.034], [-0.021, -0.035, -0.041], [-0.005, 0.005, -0.017], [-0.001, -0.003, 0.006], [0.012, -0.032, 0.006], [-0.022, -0.011, 0.011], [0.007, 0.033, -0.015], [0.023, -0.016, 0.065], [0.100, 0.195, 0.153], [-0.036, 0.425, -0.488], [0.503, -0.106, 0.045], [-0.132, -0.045, 0.015], [-0.005, -0.138, 0.019], [-0.541, -0.244, 0.050], [-0.133, -0.074, 0.361], [0.132, 0.138, 0.139], [-0.599, 0.440, 0.156], [-0.098, 0.210, 0.001], [0.078, -0.100, -0.043], [0.487, -0.171, 0.039], [-0.351, -0.692, 0.191], [-0.054, 0.019, -0.074], [0.136, 0.088, -0.066], [-0.002, -0.396, -0.291], [-0.064, -0.033, 0.143], [0.248, 0.101, 0.182], [0.174, -0.258, -0.367], [-0.096, -0.034, -0.285], [0.055, 0.022, -0.025], [0.002, -0.048, 0.009], [0.288, 0.124, -0.140], [0.018, 0.003, 0.004], [0.030, 0.004, -0.040], [0.053, -0.026, -0.037], [-0.006, -0.011, -0.020], [0.024, 0.029, 0.040], [0.001, -0.081, 0.035], [-0.019, 0.142, -0.012], [-0.095, 0.052, -0.094], [-0.015, 0.000, -0.018], [0.053, -0.015, 0.025], [-0.014, 0.026, -0.015], [-0.029, 0.098, 0.064], [-0.004, 0.114, -0.022], [0.043, 0.065, 0.014], [-0.011, 0.001, 0.028], [-0.024, -0.051, -0.034], [-0.061, -0.002, -0.038], [-0.125, -0.098, 0.010], [0.030, 0.071, -0.015], [-0.002, 0.071, 0.061], [0.013, 0.121, -0.115], [0.021, -0.004, 0.041], [0.132, 0.014, -0.008], [0.124, -0.026, 0.039], [0.045, 0.050, 0.157], [-0.268, -0.348, -0.038], [0.033, 0.055, 0.110], [0.253, 0.308, -0.118], [-0.094, 0.021, -0.056], [-0.222, 0.118, 0.331], [0.017, 0.077, 0.043], [0.089, -0.034, -0.111], [0.244, 0.222, -0.397], [-0.096, -0.166, 0.037], [0.015, -0.074, 0.037], [-0.041, 0.006, -0.013], [0.019, 0.025, -0.044], [-0.030, -0.023, 0.005], [0.025, -0.060, -0.001], [-0.034, -0.012, -0.001], [0.096, 0.034, -0.022], [-0.082, -0.037, -0.019], [-0.056, 0.000, 0.014], [-0.007, 0.014, -0.028], [-0.016, -0.015, -0.034], [0.016, -0.016, 0.025], [0.003, 0.027, -0.014], [-0.035, -0.014, 0.054], [0.033, -0.010, -0.018], [-0.013, -0.002, -0.031], [0.035, 0.016, 0.042], [0.031, -0.031, 0.022], [0.014, -0.032, -0.029]],
  "lowdin_charge": [0.2738, 0.1947, -0.4201, 0.1904, -0.4186, 0.1969, 0.1912, -0.2624, 0.1152, -0.1652, 0.0275, -0.0110, -0.0240, -0.1500, 0.0691, 0.1213, 0.0568, 0.1213, 0.1202, 0.1198, 0.1245, 0.1164, 0.0657, -0.4511, 0.8196, -0.2277, -0.1900, -0.1657, -0.2308, -0.2401, -0.1324, -0.7148, -0.1204, -0.1001, 1.7284, -0.7112, -0.1187, -0.0913, -0.1263, -0.1990, -0.0085, 0.0027, -0.0293, 0.1088, 0.0548, 0.0599, 0.1058, 0.0784, 0.0628, 0.1037, 0.0828, 0.0619, 0.0477, 0.0599, 0.1057, 0.0533, 0.1068, 0.0621, 0.0628, 0.0807, 0.1109, 0.1006, 0.0864, 0.1479, 0.1178, 0.1251, 0.0932, 0.1043, 0.0951, 0.1024, -0.0827, -0.2940, -0.1033, 0.5577, -0.3437, -0.2870, -0.1040, -0.0820, -0.2904, -0.0784, -0.0881, 0.0970, 0.0650, 0.0883, 0.0897, 0.0913, 0.0447, 0.0618, 0.0921, 0.0920, 0.0697, 0.0874, 0.0948, 0.0616, 0.0904, 0.0931, 0.0653, 0.0921, 0.0913]
}

2.
{
  "formula": "C26H53B3F3NO11",
  "method": "the ωB97M-V functional and the def2-TZVPD basis",
  "max_force_ev_per_a": 4.96,
  "multiplicity": 1,
  "homo_energy_ev": -9.31,
  "lumo_ev": 0.312,
  "smiles": "CCOCCOB1OB(C[C@H](O)CN)OB(C[C@@H](O)C(F)(F)F)O1.C1CCOC1.C1CCOC1.C1CCOC1.C1CCOC1",
  "symbols": ["C", "C", "O", "C", "C", "O", "B", "O", "B", "C", "C", "O", "C", "N", "O", "B", "C", "C", "O", "C", "F", "F", "F", "O", "H", "H", "H", "H", "H", "H", "H", "H", "H", "H", "H", "H", "H", "H", "H", "H", "H", "H", "H", "H", "H", "C", "C", "C", "O", "C", "H", "H", "H", "H", "H", "H", "H", "H", "C", "C", "C", "O", "C", "H", "H", "H", "H", "H", "H", "H", "H", "C", "C", "C", "O", "C", "H", "H", "H", "H", "H", "H", "H", "H", "C", "C", "C", "O", "C", "H", "H", "H", "H", "H", "H", "H", "H"],
  "coordinates": [[-3.55220, -2.07065, 1.86061], [-3.39825, -3.70119, 1.94025], [-1.97363, -3.99512, 2.16060], [-1.27527, -4.35645, 0.91724], [-0.01703, -3.30907, 0.60281], [1.17795, -3.58235, 1.43243], [2.31645, -2.70141, 1.03479], [2.96467, -1.75919, 2.01370], [3.16989, -0.42299, 1.35189], [2.85087, 0.99110, 2.16400], [1.50716, 1.77042, 1.60718], [0.45465, 0.71666, 1.48105], [1.74356, 2.63497, 0.23375], [1.78855, 4.13968, 0.43026], [3.62592, -0.33506, -0.08069], [2.65610, -1.25590, -0.77310], [1.50302, -0.71439, -1.81242], [1.68115, -1.20076, -3.36752], [2.19216, -2.57456, -3.53505], [0.18929, -0.98182, -4.09137], [-0.70025, -2.10090, -3.70273], [0.28733, -0.74147, -5.55409], [-0.41544, 0.26145, -3.48483], [2.80937, -2.70387, -0.38830], [-2.46315, -1.63628, 1.68739], [-4.27448, -1.67840, 1.02748], [-3.86851, -1.69880, 2.94748], [-3.97193, -4.09569, 2.90952], [-3.88107, -4.25967, 1.02470], [-1.97549, -4.35915, -0.04588], [-0.89899, -5.48090, 1.05198], [-0.32475, -2.17462, 0.77834], [0.30330, -3.41580, -0.53742], [3.73446, 1.75836, 2.14894], [2.58679, 0.65953, 3.27985], [1.11245, 2.53001, 2.42273], [-0.28961, 1.05976, 0.89955], [2.69989, 2.25492, -0.32339], [0.81686, 2.42279, -0.48123], [2.56939, 4.53674, -0.13821], [1.84920, 4.40287, 1.44037], [0.45652, -1.08269, -1.37576], [1.46890, 0.47014, -1.74398], [2.48135, -0.49071, -3.89614], [3.09179, -2.50200, -4.01424], [-4.50706, 2.56907, 2.86992], [-5.82485, 2.35519, 2.17104], [-5.81767, 0.86112, 1.93161], [-5.06450, 0.27197, 3.00061], [-4.38875, 1.31788, 3.71241], [-4.46739, 3.48691, 3.46193], [-3.69653, 2.60092, 2.13211], [-6.64873, 2.62184, 2.84350], [-5.93367, 2.93429, 1.25054], [-5.31464, 0.61164, 0.99135], [-6.82483, 0.43482, 1.91231], [-4.88962, 1.44172, 4.67876], [-3.34943, 1.02962, 3.89244], [-4.90589, 5.89157, -2.14015], [-4.35223, 4.52414, -2.44725], [-3.20555, 4.41881, -1.46558], [-3.57090, 5.19239, -0.31439], [-4.72730, 5.97591, -0.64007], [-5.94409, 6.02607, -2.45404], [-4.29603, 6.65815, -2.63287], [-5.10633, 3.76015, -2.22423], [-4.03700, 4.40039, -3.48640], [-2.28726, 4.84875, -1.87940], [-3.00342, 3.38632, -1.16631], [-5.58411, 5.54135, -0.11369], [-4.58736, 7.00266, -0.29093], [4.44075, -1.50018, 6.67535], [5.25009, -0.47454, 7.42618], [5.91985, 0.28535, 6.30208], [5.02938, 0.23710, 5.17875], [4.00050, -0.72364, 5.45370], [3.60247, -1.90412, 7.24860], [5.08561, -2.33476, 6.37540], [4.58004, 0.19279, 7.98097], [5.96293, -0.90774, 8.13238], [6.85955, -0.19181, 6.00433], [6.12534, 1.32717, 6.56449], [3.07296, -0.17361, 5.64650], [3.85119, -1.36429, 4.58023], [2.12127, -2.53039, -8.09472], [2.67492, -3.89783, -8.40182], [3.82160, -4.00316, -7.42015], [3.45626, -3.22958, -6.26896], [2.29986, -2.44606, -6.59464], [1.08306, -2.39590, -8.40861], [2.73113, -1.76382, -8.58744], [1.92082, -4.66182, -8.17880], [2.99015, -4.02158, -9.44097], [4.73990, -3.57322, -7.83397], [4.02373, -5.03565, -7.12088], [1.44305, -2.88061, -6.06826], [2.43979, -1.41931, -6.24550]],
  "forces_ev_per_a": [[0.665, -0.122, 0.916], [-0.849, 0.577, 0.881], [-0.966, -0.611, -2.381], [0.918, -0.175, -0.356], [-0.421, -0.037, -1.050], [1.788, 2.633, -1.457], [-0.140, -0.661, 0.163], [-1.571, 0.956, -4.044], [0.609, -0.490, -0.373], [-0.896, 0.018, 0.950], [0.063, 0.366, 0.315], [0.321, 1.589, -1.222], [-0.558, -0.786, -0.637], [0.731, -1.070, 0.315], [-4.074, -2.181, 1.558], [2.215, -1.040, 0.624], [-0.626, 0.329, 0.239], [0.667, 0.763, -0.344], [0.610, 2.355, -0.465], [-0.366, 0.672, 0.814], [2.528, 3.676, -1.934], [-1.096, -0.947, 4.724], [1.481, -3.791, -2.316], [-2.379, 3.579, 2.467], [-2.314, -0.879, 0.170], [1.267, -0.808, 1.748], [0.502, -0.662, -2.751], [1.317, 0.844, -2.128], [1.255, 1.035, 1.598], [1.332, 0.264, 2.142], [-0.430, 2.558, -0.364], [0.257, -2.436, -0.225], [-0.808, 0.060, 2.277], [-1.583, -1.536, 0.125], [0.794, 0.960, -2.323], [0.955, -1.429, -1.485], [1.434, -0.389, 1.085], [-1.740, 0.574, 1.092], [1.809, 0.218, 1.415], [-0.925, -0.392, 1.158], [0.265, -0.328, -1.421], [2.199, 0.622, -1.021], [0.109, -2.548, -0.406], [-2.193, -1.188, 1.047], [-2.201, -0.293, 0.933], [0.584, 0.301, -0.104], [-0.575, 0.274, -0.036], [0.024, -0.411, -0.114], [-0.177, 0.600, -0.031], [-0.050, -0.252, 0.367], [0.027, -0.119, -0.072], [-0.066, 0.065, 0.103], [0.048, -0.021, -0.110], [0.017, -0.072, 0.083], [-0.064, 0.027, -0.093], [0.136, -0.066, 0.044], [0.087, 0.056, 0.041], [-0.104, -0.107, -0.025], [-0.080, 0.581, -0.296], [-0.202, -0.578, -0.240], [0.434, 0.035, 0.175], [-0.204, -0.015, -0.300], [-0.052, -0.025, 0.443], [0.116, 0.006, 0.059], [-0.109, -0.052, 0.053], [0.090, 0.040, -0.064], [-0.015, -0.011, 0.136], [0.020, -0.097, -0.052], [0.013, 0.116, 0.078], [-0.080, 0.089, -0.013], [0.063, -0.136, 0.058], [-0.037, -0.633, -0.060], [-0.011, 0.315, 0.571], [0.286, 0.161, -0.320], [0.021, -0.148, 0.303], [-0.266, 0.142, -0.341], [0.083, 0.042, -0.103], [-0.118, 0.057, 0.027], [0.106, -0.057, -0.019], [-0.058, 0.077, -0.085], [0.058, 0.034, 0.087], [-0.034, -0.063, -0.134], [-0.081, -0.087, 0.013], [0.023, 0.156, 0.014], [-0.055, 0.628, -0.294], [-0.215, -0.571, -0.192], [0.497, -0.103, 0.146], [-0.106, 0.074, -0.221], [-0.211, -0.124, 0.319], [0.123, 0.009, 0.084], [-0.107, -0.049, 0.035], [0.106, 0.053, -0.059], [-0.004, -0.003, 0.140], [0.012, -0.082, -0.058], [0.009, 0.153, 0.084], [0.054, 0.112, -0.067], [0.091, -0.170, -0.020]],
  "lowdin_charge": [-0.0837, -0.2503, -0.2232, -0.1471, -0.1263, 0.0039, -0.4005, 0.1667, -0.3207, -0.0126, -0.2934, -0.1055, -0.2198, -0.0442, 0.1412, -0.3418, -0.0060, -0.2062, -0.0573, -0.1739, 0.0277, 0.0095, -0.0175, 0.1674, 0.0801, 0.0776, 0.0884, 0.1317, 0.1181, 0.1349, 0.1476, 0.1349, 0.1425, 0.1354, 0.1232, 0.1495, 0.1077, 0.1242, 0.1152, 0.0703, 0.0662, 0.1382, 0.1231, 0.1834, 0.1292, -0.1777, -0.1777, -0.2071, -0.1787, -0.1991, 0.1181, 0.1138, 0.1183, 0.1082, 0.1086, 0.1201, 0.1181, 0.1191, -0.1833, -0.1836, -0.2083, -0.1459, -0.2083, 0.1157, 0.1177, 0.1156, 0.1161, 0.1184, 0.1130, 0.1111, 0.1182, -0.1788, -0.1852, -0.2082, -0.1438, -0.2109, 0.1171, 0.1189, 0.1165, 0.1146, 0.1168, 0.1165, 0.1168, 0.1123, -0.1705, -0.1782, -0.1981, -0.1474, -0.2303, 0.1199, 0.1197, 0.1194, 0.1166, 0.1184, 0.1204, 0.1134, 0.1055]
}

Number 1: frontier orbital gap 5.84 eV. Number 2: frontier orbital gap 9.63 eV.